# C5H11O2

A cluster of 2 separate species, C5H11O2 in total (ωB97M-V/def2-TZVPD, the Open Molecules 2025 dataset).

Calculated values
maximum force: 0.62 eV Å⁻¹
charge: -1
frontier orbital gap: 7.86 eV
lowest unoccupied orbital energy: 0.1439 Ha
HOMO energy: -0.14491 Eh

Structure (XYZ):
```
18
C5H11O2, DFT ωB97M-V/def2-TZVPD
C 0.380 -2.037 -0.192
C 0.171 -3.551 -0.139
H 0.791 -1.733 -1.151
H -0.559 -1.490 -0.053
H 1.026 -1.697 0.615
H 1.114 -4.071 -0.343
H -0.558 -3.835 -0.894
H -0.201 -3.874 0.828
C -0.570 2.498 0.578
C 0.873 2.632 0.050
C -1.339 1.405 -0.207
O -1.403 1.581 -1.451
O -1.770 0.444 0.466
H -0.581 2.239 1.643
H -1.064 3.474 0.505
H 1.546 2.957 0.844
H 0.947 3.381 -0.743
H 1.197 1.677 -0.357
```

***

# C5H7NO2

A structure of composition C5H7NO2 (ωB97M-V/def2-TZVPD, the Open Molecules 2025 dataset).

Calculated values
maximum force: 0.67 eV Å⁻¹
frontier orbital gap (spin up / spin down): 8.51 / 8.51 eV
lowest unoccupied orbital energy (spin up / spin down): -0.0077 / -0.0077 Ha
HOMO energy (spin up / spin down): -0.32025 / -0.32027 Eh

Structure (XYZ):
```
15
C5H7NO2, DFT ωB97M-V/def2-TZVPD
C 0.910 1.030 -0.088
C -0.137 1.869 -0.727
C 1.053 -1.003 -0.016
C -0.232 -1.664 -0.225
C -1.258 -1.730 0.623
N 0.762 0.529 1.169
O -0.313 0.733 1.767
O 2.158 -1.369 -0.204
H 1.934 1.053 -0.437
H -0.266 -2.166 -1.189
H 0.054 1.990 -1.792
H -1.121 1.425 -0.560
H -0.165 2.860 -0.262
H -2.155 -2.263 0.331
H -1.225 -1.293 1.609
```

***

# C27H54F5NO3P

A cluster of 2 separate species, C27H54F5NO3P in total in a non-equilibrium geometry (ωB97M-V/def2-TZVPD, the Open Molecules 2025 dataset).

Calculated values
maximum force: 2.32 eV Å⁻¹
charge: -1
frontier orbital gap: 6.93 eV
lowest unoccupied orbital energy: 0.0772 Ha
HOMO energy: -0.17739 Eh

Structure (XYZ):
```
91
C27H54F5NO3P, DFT ωB97M-V/def2-TZVPD
C 2.626 3.072 0.715
C 3.717 2.868 -0.080
C 4.146 1.499 -0.556
C 5.676 1.447 -0.321
N 6.421 2.504 -0.987
O 3.939 1.377 -1.971
P 3.832 -0.316 -2.445
C 1.914 -0.207 -2.640
C 1.411 -0.350 -4.061
F 0.516 0.696 -4.366
C 3.947 -2.144 -3.122
F 4.127 -2.160 -4.485
F 5.088 -2.724 -2.598
C 2.823 -3.129 -2.796
F 3.083 -4.330 -3.445
F 2.791 -3.433 -1.473
O 3.714 -0.776 -0.782
C 3.346 0.316 -0.003
C 3.455 -0.023 1.477
C 2.212 -0.854 1.843
C 2.442 -1.928 2.909
C 1.134 -2.658 3.229
C 0.534 -3.400 2.033
C -0.994 -3.586 2.126
C -1.647 -3.691 0.724
C -2.758 -2.660 0.475
C -2.275 -1.525 -0.442
C -3.459 -0.637 -0.835
C -3.089 0.695 -1.526
C -1.706 1.289 -1.168
C -1.701 2.827 -1.373
C -1.584 3.629 -0.068
C -2.446 3.069 1.085
H 2.665 3.551 1.688
H 1.672 2.667 0.377
H 4.283 3.734 -0.414
H 6.072 0.486 -0.639
H 5.859 1.506 0.759
H 5.932 2.857 -1.797
H 6.703 3.239 -0.363
H 3.975 0.144 -3.815
H 5.272 -0.365 -2.434
H 1.634 0.784 -2.293
H 1.445 -0.933 -1.969
H 2.210 -0.383 -4.800
H 0.803 -1.255 -4.150
H 1.840 -2.825 -3.149
H 2.304 0.650 -0.128
H 4.322 -0.667 1.645
H 3.516 0.859 2.113
H 1.960 -1.377 0.918
H 1.352 -0.219 2.072
H 3.207 -2.617 2.553
H 2.753 -1.414 3.824
H 1.361 -3.421 3.983
H 0.413 -1.983 3.695
H 0.717 -2.910 1.080
H 0.979 -4.396 1.963
H -1.277 -4.428 2.755
H -1.371 -2.661 2.572
H -0.893 -3.684 -0.062
H -2.111 -4.681 0.685
H -3.106 -2.239 1.419
H -3.607 -3.143 -0.015
H -1.871 -1.961 -1.356
H -1.518 -0.979 0.120
H -4.141 -0.479 0.003
H -4.040 -1.214 -1.563
H -3.840 1.429 -1.221
H -3.144 0.629 -2.613
H -1.388 1.037 -0.161
H -0.999 0.894 -1.898
H -2.605 3.138 -1.897
H -0.831 3.082 -1.979
H -0.545 3.697 0.256
H -1.904 4.655 -0.263
H -1.843 2.386 1.678
H -2.814 3.875 1.718
H -3.300 2.548 0.656
C -6.304 0.832 3.253
C -5.928 1.429 1.906
C -6.872 2.556 1.514
O -5.940 0.413 0.903
H -7.311 0.407 3.216
H -5.620 0.025 3.517
H -6.275 1.585 4.043
H -4.907 1.807 1.947
H -7.896 2.183 1.424
H -6.590 2.969 0.545
H -6.860 3.359 2.253
H -6.835 0.061 0.853
```

***

# C60H44ClNO7S

A cluster of 4 separate species, C60H44ClNO7S in total (ωB97M-V/def2-TZVPD, the Open Molecules 2025 dataset).

Calculated values
maximum force: 0.90 eV Å⁻¹
frontier orbital gap: 6.52 eV
lowest unoccupied orbital energy: -0.0461 Ha
HOMO energy: -0.28587 Eh

Structure (XYZ):
```
114
C60H44ClNO7S, DFT ωB97M-V/def2-TZVPD
C 1.418 -1.588 7.580
C 1.587 -3.035 7.076
C 0.319 -3.890 7.227
Cl -0.103 -3.834 8.983
C -0.834 -3.449 6.337
C -0.607 -2.499 5.353
C -1.595 -2.042 4.509
C -1.279 -1.004 3.449
O 0.097 -0.898 3.153
C 0.735 0.229 3.731
C -2.884 -2.532 4.632
C -3.126 -3.507 5.594
C -2.131 -3.980 6.438
C -2.479 -5.094 7.401
S -4.801 -4.119 5.677
C -5.652 -2.576 5.430
C -6.791 -2.256 6.139
C -7.419 -1.046 5.897
C -6.885 -0.168 4.972
C -5.740 -0.494 4.268
C -5.115 -1.710 4.494
N -3.945 -2.095 3.814
H 0.373 -1.292 7.626
H 1.916 -0.881 6.914
H 1.865 -1.468 8.563
H 1.904 -3.046 6.037
H 2.361 -3.509 7.677
H 0.602 -4.914 6.986
H 0.364 -2.059 5.202
H -1.768 -1.320 2.520
H -1.704 -0.029 3.713
H 1.180 -0.006 4.702
H 0.050 1.072 3.840
H 1.537 0.534 3.060
H -2.664 -4.722 8.402
H -1.634 -5.782 7.456
H -3.323 -5.671 7.039
H -7.195 -2.947 6.866
H -8.309 -0.757 6.439
H -7.361 0.787 4.794
H -5.332 0.209 3.551
H -3.662 -1.408 3.132
O -3.737 2.745 2.097
C -3.118 3.515 1.391
C -3.617 4.895 1.136
C -4.798 5.310 1.738
C -5.260 6.599 1.536
C -4.544 7.481 0.733
C -3.373 7.069 0.121
C -2.907 5.775 0.315
C -1.653 5.345 -0.365
O -1.060 6.087 -1.120
C -1.144 3.972 -0.095
C 0.038 3.555 -0.699
C 0.537 2.288 -0.442
C -0.145 1.434 0.419
C -1.327 1.841 1.012
C -1.835 3.107 0.755
H -5.347 4.620 2.364
H -6.179 6.922 2.008
H -4.902 8.491 0.585
H -2.813 7.747 -0.509
H 0.562 4.227 -1.365
H 1.458 1.965 -0.909
H 0.242 0.445 0.629
H -1.863 1.178 1.676
O 5.357 5.066 -5.244
C 4.497 4.285 -5.593
C 3.063 4.527 -5.266
C 2.711 5.675 -4.566
C 1.380 5.927 -4.276
C 0.394 5.037 -4.689
C 0.740 3.886 -5.374
C 2.074 3.622 -5.659
C 2.428 2.364 -6.371
O 1.574 1.549 -6.657
C 3.857 2.127 -6.712
C 4.206 0.968 -7.395
C 5.528 0.742 -7.737
C 6.505 1.673 -7.402
C 6.165 2.823 -6.711
C 4.841 3.053 -6.358
H 3.483 6.364 -4.251
H 1.107 6.818 -3.727
H -0.646 5.242 -4.468
H -0.020 3.185 -5.692
H 3.442 0.248 -7.652
H 5.797 -0.162 -8.268
H 7.537 1.496 -7.678
H 6.921 3.547 -6.440
O 1.281 -5.723 -2.723
C 1.864 -4.980 -3.484
C 1.330 -3.625 -3.796
C 0.157 -3.202 -3.184
C -0.337 -1.933 -3.439
C 0.340 -1.080 -4.306
C 1.502 -1.502 -4.927
C 2.000 -2.775 -4.679
C 3.244 -3.212 -5.373
O 3.798 -2.493 -6.179
C 3.790 -4.559 -5.044
C 4.969 -4.977 -5.650
C 5.505 -6.214 -5.337
C 4.867 -7.040 -4.417
C 3.687 -6.633 -3.818
C 3.142 -5.394 -4.131
H -0.361 -3.869 -2.509
H -1.250 -1.604 -2.960
H -0.039 -0.085 -4.500
H 2.027 -0.842 -5.604
H 5.460 -4.328 -6.361
H 6.424 -6.537 -5.808
H 5.292 -8.003 -4.169
H 3.184 -7.270 -3.105
```

***

- Among the records above, which one has the lowest maximum force?
  C5H11O2

***

- Look up the maximum force of the fourth one.
  0.90 eV Å⁻¹

***

- Which formula does entry 3 have?
  C27H54F5NO3P

***

- Which of these has the lowest maximum force?
  C5H11O2